Computed, not measured: a 3-piece molecular cluster, C15H29NO6S2 overall, with wB97M-V/def2-TZVPD.

Each line ends with the Mulliken charge.
Positions of all 53 atoms, in Å:
1 C 1.23 2.61 -3.06  -1.087
2 C 0.03 2.42 -3.99  0.141
3 O 0.46 1.86 -5.23  -0.585
4 C -1.03 1.53 -3.34  -0.914
5 C -2.01 2.22 -2.39  0.755
6 C -2.41 3.67 -2.69  -1.060
7 N -3.35 3.58 -3.84  -0.433
8 C -3.83 2.22 -3.85  0.436
9 O -4.39 1.71 -4.79  -0.587
10 C -3.42 1.62 -2.51  -0.829
11 H 1.38 1.75 -2.40  0.126
12 H 2.14 2.78 -3.63  0.386
13 H 1.03 3.49 -2.45  0.257
14 H -0.34 3.43 -4.20  0.486
15 H 0.08 2.37 -5.94  0.354
16 H -1.54 0.95 -4.10  0.363
17 H -0.49 0.80 -2.74  0.408
18 H -1.71 2.11 -1.34  0.011
19 H -1.61 4.36 -2.95  0.396
20 H -2.88 4.09 -1.81  0.377
21 H -2.74 3.58 -4.66  0.357
22 H -3.51 0.54 -2.45  0.372
23 H -4.08 2.08 -1.77  0.369
24 C 2.72 0.59 2.04  -0.753
25 C 1.79 1.75 2.46  -0.751
26 C 0.79 1.97 1.32  -0.644
27 S 0.61 0.39 0.50  1.207
28 O 1.12 0.50 -0.85  -0.696
29 O -0.71 -0.14 0.74  -0.716
30 C 1.80 -0.49 1.50  -0.412
31 H 3.31 0.23 2.87  0.366
32 H 3.40 0.93 1.26  0.330
33 H 1.26 1.47 3.37  0.297
34 H 2.35 2.66 2.68  0.378
35 H -0.18 2.30 1.68  0.455
36 H 1.17 2.68 0.58  0.302
37 H 2.31 -1.23 0.89  0.641
38 H 1.26 -0.98 2.30  -0.172
39 C 0.63 -5.21 2.39  -0.658
40 C 0.70 -5.84 3.79  -0.638
41 C 1.24 -4.77 4.75  -0.650
42 S 0.75 -3.19 4.06  1.222
43 O 1.94 -2.47 3.67  -0.632
44 O -0.25 -2.58 4.89  -0.705
45 C -0.02 -3.84 2.58  -0.487
46 H 0.07 -5.82 1.69  0.374
47 H 1.64 -5.08 1.99  0.305
48 H -0.30 -6.14 4.10  0.304
49 H 1.33 -6.73 3.80  0.336
50 H 0.82 -4.86 5.75  0.336
51 H 2.33 -4.78 4.80  0.355
52 H 0.14 -3.16 1.75  0.242
53 H -1.09 -3.94 2.79  0.368

Total charge = 0
Kohn-Sham gap = 9.93 eV

---

Computed, not measured: the molecule C6H3NO, with wB97M-V/def2-TZVPD.

Each line ends with the Mulliken charge.
Positions of all 11 atoms, in Å:
1 C 2.31 -0.36 0.04  -0.337
2 C 0.84 -0.11 -0.05  -0.068
3 C -0.37 -0.11 -0.12  -0.365
4 C -1.77 -0.04 -0.09  0.486
5 C -2.96 0.11 -0.03  0.280
6 C -4.31 0.26 0.01  0.106
7 H 3.81 0.82 -0.04  0.297
8 H 2.50 -0.87 1.03  0.249
9 H 2.58 -0.98 -0.77  0.298
10 N -5.49 0.33 0.03  -0.450
11 O 2.87 0.94 -0.01  -0.495

Total charge = 0
Kohn-Sham gap = 9.59 eV
Energy above the lowest of the compared OMol25 structures with the same formula, charge and spin = 60.7 kcal/mol

---

Computed, not measured: a 8-piece molecular cluster, C20H48O7S7 overall, with wB97M-V/def2-TZVPD.

Each line ends with the Mulliken charge.
Positions of all 82 atoms, in Å:
1 C 3.57 0.74 0.09  -0.272
2 S 4.56 2.22 0.37  0.411
3 O 3.47 3.23 0.56  -0.538
4 C 5.07 1.77 2.11  -0.956
5 H 3.32 0.84 -1.05  0.236
6 H 2.84 0.49 0.85  -0.236
7 H 4.28 -0.20 0.34  0.396
8 H 5.61 1.01 2.11  0.626
9 H 4.14 1.62 2.68  -0.003
10 H 5.67 2.57 2.57  0.346
11 C 0.94 -6.77 0.72  -0.995
12 S 1.90 -5.18 1.01  0.415
13 O 1.78 -4.56 -0.39  -0.599
14 C 0.72 -4.24 1.92  -1.147
15 H 1.08 -7.42 1.64  0.325
16 H 1.53 -7.14 -0.15  0.341
17 H 0.01 -6.54 0.41  0.381
18 H -0.12 -4.40 1.32  0.451
19 H 0.82 -3.44 2.39  0.219
20 H 0.52 -4.76 2.79  0.576
21 C 0.59 2.88 -1.27  -0.981
22 S -0.45 3.39 -2.63  0.635
23 O 0.14 4.77 -2.88  -0.742
24 C 0.30 2.31 -3.70  -1.090
25 H 1.52 3.04 -1.66  0.519
26 H 0.60 1.84 -1.20  0.087
27 H 0.30 3.49 -0.44  0.367
28 H 0.19 1.46 -3.55  0.520
29 H 1.43 2.35 -3.69  0.457
30 H -0.27 2.90 -4.49  0.172
31 C -4.14 3.76 -2.44  -0.756
32 S -4.36 2.37 -3.61  0.290
33 O -2.93 1.82 -3.85  -0.392
34 C -5.02 1.30 -2.38  -1.051
35 H -3.45 3.26 -1.84  0.001
36 H -4.94 4.13 -1.99  0.512
37 H -3.58 4.61 -2.89  0.334
38 H -5.78 1.66 -2.02  0.681
39 H -4.14 1.26 -1.64  -0.061
40 H -5.11 0.49 -2.75  0.504
41 C -0.54 -2.32 4.51  -0.641
42 S 0.82 -1.80 5.58  0.749
43 O 0.24 -1.79 6.96  -0.718
44 C 1.79 -3.29 5.47  -1.245
45 H -0.70 -3.40 4.68  0.331
46 H -0.36 -2.15 3.44  -0.052
47 H -1.43 -1.85 4.78  0.465
48 H 1.29 -4.15 5.72  0.439
49 H 2.67 -3.16 6.17  0.327
50 H 2.22 -3.40 4.55  0.416
51 C -2.85 0.07 -6.76  -0.547
52 S -1.23 -0.74 -7.09  0.443
53 O -0.21 0.28 -6.58  -0.587
54 C -1.23 -2.01 -5.89  -0.326
55 H -3.01 0.89 -7.34  0.420
56 H -2.71 0.52 -5.82  -0.082
57 H -3.62 -0.77 -6.80  0.314
58 H -0.33 -2.76 -6.14  0.283
59 H -2.25 -2.56 -6.02  0.293
60 H -0.94 -1.77 -4.87  -0.157
61 C -0.30 2.26 4.90  -0.847
62 S 1.42 2.47 4.58  0.361
63 O 1.83 1.11 4.06  -0.530
64 C 1.42 3.51 3.11  -0.372
65 H -0.37 1.57 5.69  0.342
66 H -0.99 1.92 4.12  0.145
67 H -0.50 3.20 5.41  0.425
68 H 0.92 4.60 3.26  0.375
69 H 0.91 2.89 2.39  -0.114
70 H 2.51 3.63 3.03  0.257
71 C 0.64 -1.16 -0.19  -0.575
72 C 0.17 -0.54 1.15  -1.181
73 C -0.88 0.32 1.22  -0.529
74 C -1.75 0.49 0.04  -0.178
75 C -1.47 -0.15 -1.21  -0.165
76 C -0.14 -1.00 -1.34  -1.368
77 H 1.58 -1.69 -0.22  0.645
78 H 0.91 -0.61 1.82  1.485
79 H -1.38 0.77 2.12  0.155
80 H -2.56 1.15 0.25  0.397
81 H -2.18 0.09 -2.03  0.127
82 H -0.01 -1.57 -2.08  1.043

Total charge = 0
Kohn-Sham gap = 8.48 eV
Energy above the lowest of the compared OMol25 structures with the same formula, charge and spin = 0.0 kcal/mol

---

Computed, not measured: a 2-piece molecular cluster, C3H3Cl2O2 overall, with wB97M-V/def2-TZVPD.

Each line ends with the Mulliken charge.
Positions of all 10 atoms, in Å:
1 C 0.61 0.07 2.28  0.682
2 C 0.67 0.48 0.83  -0.332
3 C -1.37 -0.51 -2.61  -0.351
4 O 1.59 0.89 2.03  -0.354
5 O 0.07 -0.47 3.22  -0.559
6 Cl -0.12 0.76 -2.67  -0.293
7 Cl -0.53 -1.93 -1.93  -0.281
8 H 0.06 1.16 0.42  0.310
9 H 1.00 -0.31 0.22  0.196
10 H -1.99 -0.14 -1.80  -0.016

Total charge = -1
Kohn-Sham gap = 5.71 eV
Energy above the lowest of the compared OMol25 structures with the same formula, charge and spin = 86.4 kcal/mol

---

Computed, not measured: the molecule C6H8N2, with wB97M-V/def2-TZVPD.

Each line ends with the Mulliken charge.
Positions of all 16 atoms, in Å:
1 C -0.51 0.49 1.73  -0.620
2 C 0.69 -1.59 0.30  -0.630
3 C 0.41 -0.50 -1.64  -0.674
4 C -0.49 1.70 -0.22  -0.616
5 C 0.34 0.55 -0.52  0.333
6 C -0.15 -0.39 0.53  0.136
7 H -1.44 2.29 1.54  0.241
8 H -1.37 -0.04 2.41  0.150
9 H 0.51 -2.41 0.85  0.271
10 H 1.36 -2.41 -1.50  0.273
11 H 0.81 -0.47 -2.68  0.231
12 H -0.46 2.66 -0.73  0.301
13 H 1.42 0.86 -0.18  0.182
14 H -1.14 -0.71 0.08  0.123
15 N -0.87 1.58 1.05  0.161
16 N 0.89 -1.59 -1.02  0.137

Total charge = 0
Kohn-Sham gap = 7.72 eV
Energy above the lowest of the compared OMol25 structures with the same formula, charge and spin = 133.9 kcal/mol

---

For reference, energy by record: -1891.49044, -360.27476, -4104.17623, -1186.90695, -342.72052 hartree.
For reference, maximum force by record: 1.4, 4.2, 14.7, 5.5, 4.1 eV/Å.
For reference, E_HOMO by record: -0.34788, -0.36538, -0.30072, -0.09014, -0.24710 hartree.